The following is a quantum chemistry calculation of a molecular structure, C42H77B5F20N14Zn in a non-equilibrium geometry, from the Open Molecules 2025 dataset.

Positions of all 159 atoms, in Å:
Zn (1.064, -1.945, 2.461)
C (-0.445, 3.637, 1.406)
C (0.491, 2.613, 2.054)
N (0.664, 2.793, 3.477)
C (-0.127, 2.175, 4.442)
C (0.151, 2.902, 5.577)
N (1.112, 3.847, 5.294)
C (1.353, 3.810, 3.989)
C (1.424, 4.909, 6.248)
H (-0.197, 3.738, 0.347)
H (-0.180, 4.658, 1.702)
H (-1.479, 3.367, 1.606)
H (1.506, 2.699, 1.655)
H (0.250, 1.591, 1.800)
H (-0.797, 1.292, 4.221)
H (-0.330, 2.856, 6.539)
H (1.928, 4.512, 3.411)
H (0.986, 5.839, 5.878)
H (2.483, 5.000, 6.462)
H (0.823, 4.812, 7.150)
C (0.749, 2.889, -6.541)
C (0.937, 2.532, -5.064)
N (1.405, 1.144, -4.852)
C (1.735, 0.587, -3.648)
C (2.202, -0.667, -3.856)
N (2.050, -0.928, -5.202)
C (1.608, 0.195, -5.792)
C (2.382, -2.132, -5.946)
H (0.211, 2.089, -7.061)
H (1.686, 2.936, -7.095)
H (0.149, 3.769, -6.754)
H (0.023, 2.629, -4.484)
H (1.816, 3.088, -4.739)
H (1.578, 1.277, -2.832)
H (2.618, -1.428, -3.219)
H (1.456, 0.396, -6.838)
H (3.461, -2.290, -5.941)
H (2.113, -2.018, -6.992)
H (1.921, -2.990, -5.463)
C (1.857, -9.732, -0.715)
C (1.608, -8.368, -0.087)
N (2.252, -7.230, -0.760)
C (3.554, -7.130, -1.180)
C (3.742, -5.871, -1.605)
N (2.504, -5.235, -1.591)
C (1.631, -6.100, -1.068)
C (2.287, -3.915, -2.138)
H (2.938, -9.856, -0.803)
H (1.455, -9.820, -1.722)
H (1.457, -10.486, -0.044)
H (1.767, -8.214, 0.983)
H (0.535, -8.149, -0.066)
H (4.232, -7.965, -1.212)
H (4.596, -5.312, -1.945)
H (0.585, -5.925, -0.868)
H (2.393, -4.019, -3.221)
H (3.032, -3.248, -1.710)
H (1.289, -3.566, -1.881)
C (5.246, 1.749, -3.651)
C (5.087, 2.865, -2.611)
N (5.566, 2.556, -1.273)
C (4.911, 1.823, -0.329)
C (5.641, 1.938, 0.812)
N (6.842, 2.519, 0.478)
C (6.735, 3.011, -0.781)
C (7.935, 2.769, 1.409)
H (4.622, 1.947, -4.523)
H (4.960, 0.817, -3.162)
H (6.241, 1.636, -4.082)
H (4.018, 3.040, -2.477)
H (5.620, 3.753, -2.944)
H (3.970, 1.342, -0.538)
H (5.504, 1.610, 1.833)
H (7.430, 3.681, -1.259)
H (8.001, 3.841, 1.589)
H (8.854, 2.436, 0.929)
H (7.775, 2.207, 2.323)
C (-5.174, -4.948, -0.786)
C (-4.367, -3.754, -0.308)
N (-3.864, -2.918, -1.432)
C (-4.546, -1.940, -2.086)
C (-3.689, -1.286, -2.916)
N (-2.446, -1.897, -2.717)
C (-2.593, -2.881, -1.829)
C (-1.167, -1.521, -3.332)
H (-6.218, -4.784, -1.044)
H (-5.224, -5.567, 0.114)
H (-4.614, -5.498, -1.540)
H (-3.510, -4.046, 0.299)
H (-4.877, -3.131, 0.431)
H (-5.591, -1.870, -1.823)
H (-3.868, -0.529, -3.658)
H (-1.803, -3.510, -1.442)
H (-0.854, -0.615, -2.806)
H (-1.288, -1.357, -4.398)
H (-0.418, -2.241, -3.012)
C (-8.069, 0.251, 2.287)
C (-6.879, 0.851, 3.039)
N (-5.671, 0.099, 2.681)
C (-5.161, -0.923, 3.436)
C (-3.977, -1.273, 2.850)
N (-3.808, -0.463, 1.749)
C (-4.805, 0.419, 1.696)
C (-2.678, -0.570, 0.845)
H (-8.967, 0.838, 2.481)
H (-8.284, -0.736, 2.708)
H (-8.039, 0.027, 1.221)
H (-6.989, 0.800, 4.120)
H (-6.681, 1.908, 2.862)
H (-5.697, -1.389, 4.245)
H (-3.154, -1.904, 3.158)
H (-5.037, 1.189, 0.982)
H (-2.864, -0.266, -0.183)
H (-2.151, -1.522, 0.872)
H (-1.902, 0.106, 1.218)
C (-2.972, 3.448, -0.997)
C (-3.060, 4.900, -1.410)
N (-3.043, 5.763, -0.222)
C (-3.589, 5.460, 1.015)
C (-3.438, 6.543, 1.792)
N (-2.894, 7.550, 1.022)
C (-2.674, 7.052, -0.197)
C (-2.684, 8.949, 1.446)
H (-2.997, 2.740, -1.819)
H (-3.808, 3.167, -0.352)
H (-2.111, 3.329, -0.340)
H (-3.988, 5.114, -1.947)
H (-2.304, 5.207, -2.132)
H (-4.115, 4.540, 1.186)
H (-3.781, 6.691, 2.803)
H (-2.335, 7.648, -1.028)
H (-2.096, 9.456, 0.688)
H (-2.176, 8.994, 2.408)
H (-3.656, 9.401, 1.633)
B (-0.565, -1.047, 4.460)
F (0.667, -1.706, 4.632)
F (-0.709, -1.045, 3.040)
F (-1.595, -1.802, 5.015)
F (-0.557, 0.273, 4.968)
B (0.681, -0.680, -0.241)
F (0.988, -0.466, 1.139)
F (1.856, -0.693, -0.989)
F (-0.086, -1.824, -0.321)
F (-0.103, 0.409, -0.711)
B (2.676, -4.091, 1.938)
F (2.206, -5.347, 1.570)
F (4.013, -4.046, 2.152)
F (2.222, -3.077, 1.001)
F (1.924, -3.655, 3.053)
B (-1.321, -4.264, 1.512)
F (-0.320, -3.307, 1.858)
F (-2.559, -3.653, 1.787)
F (-1.172, -4.591, 0.157)
F (-1.259, -5.417, 2.281)
B (3.674, -0.114, 3.349)
F (3.944, -0.015, 4.695)
F (4.820, -0.321, 2.591)
F (2.780, -1.229, 3.114)
F (2.983, 1.034, 2.906)

Cartesian forces, eV/Å:
0.626 -0.998 0.632
1.040 0.149 0.063
1.405 0.281 -0.875
-1.097 0.050 0.168
0.638 4.279 -1.415
-0.476 -1.057 -0.297
-0.998 0.215 0.269
0.170 -0.394 0.256
-0.597 0.943 -0.108
-0.414 -0.740 -0.194
-0.427 -0.110 0.724
-0.071 0.394 -0.102
-0.103 0.162 -0.221
-0.406 -0.206 0.366
0.523 3.324 -0.870
0.337 -0.157 0.127
0.292 -0.100 0.172
0.610 0.122 -0.391
-0.019 -0.079 -0.003
0.412 -0.791 0.149
-0.358 -1.327 -0.634
0.920 -0.020 -0.842
0.008 -2.006 -1.673
-0.003 1.331 0.425
-0.273 -0.636 -0.070
-0.145 1.760 -0.793
-0.218 0.675 0.594
0.874 -0.468 0.153
-0.267 0.044 0.164
0.166 0.356 0.297
0.230 0.244 0.495
0.179 0.413 0.177
-0.631 0.599 0.668
0.342 -0.787 0.648
-0.199 0.234 0.280
0.031 -0.479 -0.069
-0.006 0.081 0.160
-0.393 -0.060 0.123
-0.220 0.010 -0.277
0.952 0.786 0.399
-1.547 0.488 0.522
-0.382 -0.001 -1.026
0.463 -0.409 0.438
-0.350 0.950 -0.722
0.366 -1.111 0.748
-0.192 0.277 0.315
-0.151 -0.260 0.033
-0.030 -0.442 0.111
-0.289 0.056 0.109
0.010 -0.146 -0.173
0.947 -0.675 -0.044
-0.020 0.067 -0.623
0.046 0.067 0.429
0.160 -0.350 -0.074
0.048 0.205 0.060
0.007 0.332 -0.001
-0.115 0.126 -0.030
0.063 0.028 0.140
0.156 -0.162 0.305
-0.168 -0.215 -0.659
1.553 0.495 -0.546
-0.391 0.482 0.644
0.841 -1.035 0.237
-1.161 1.412 -0.949
-0.525 -1.329 1.096
0.460 0.272 -0.338
-0.298 0.001 0.214
-0.062 -0.175 -0.350
0.209 0.103 0.458
0.077 0.435 -0.193
-0.332 0.203 0.069
-0.022 0.029 0.187
-0.294 -0.457 -0.252
0.065 -0.191 -0.161
0.031 -0.079 0.250
0.048 -0.031 0.187
-0.072 0.056 -0.027
0.222 -0.190 1.181
-0.045 -0.163 -0.130
0.997 0.095 0.622
-0.632 -0.024 0.162
0.295 -0.587 0.363
-0.535 -0.270 -0.391
-0.112 0.174 0.050
-0.300 0.606 1.284
0.160 0.348 -0.440
-0.020 -0.321 -0.212
-0.230 -0.053 -0.125
-0.070 -0.256 -0.803
-0.405 0.303 -0.513
-0.053 0.444 -0.534
0.109 0.065 0.063
-0.024 0.016 0.116
0.021 0.205 -0.373
0.165 -0.279 -0.049
-0.091 -0.295 -0.543
-0.947 -0.416 0.916
-0.169 -0.101 -0.867
0.825 0.777 0.291
0.589 -0.391 -0.758
0.233 0.087 0.206
-0.131 -0.103 -0.067
-1.216 -0.974 0.753
1.677 0.986 0.130
0.049 0.074 -0.072
0.044 0.069 0.230
0.716 0.698 -0.110
-0.193 -0.329 -0.045
-0.133 -0.045 -0.426
0.072 0.240 0.163
-0.405 -0.355 -0.031
0.339 -0.073 -0.226
-0.584 -0.115 0.084
-0.732 -0.314 0.166
-0.077 0.124 -0.120
-0.084 -0.070 0.804
-0.966 0.041 -0.718
-0.099 0.857 0.004
0.227 -0.388 -0.661
-0.498 0.621 0.419
0.149 -0.385 -0.063
-0.087 -0.007 0.399
-0.223 -0.211 0.405
0.317 0.190 -0.172
-0.242 0.137 -0.236
0.172 -0.364 -0.560
-0.133 -0.164 0.181
0.432 -0.002 0.476
0.266 -0.028 0.206
0.146 0.150 -0.006
0.195 -0.190 -0.057
-0.164 0.150 0.005
0.291 -0.300 -0.154
-0.008 0.155 -0.461
-0.251 -2.087 1.724
-0.244 0.571 0.031
-0.661 1.052 -0.561
0.284 0.803 -0.455
-0.366 -6.173 2.157
-0.168 0.531 -0.318
0.045 0.616 -0.559
-0.009 -0.272 0.008
0.085 -0.267 -0.560
-0.018 0.198 0.129
-0.187 -0.512 0.248
0.200 0.168 -0.449
-0.038 0.055 -0.309
0.364 0.198 -1.217
-0.039 -0.393 1.469
0.085 -1.420 1.532
-0.280 -0.204 -0.177
-0.010 0.552 -0.186
-0.100 0.248 -0.576
0.378 0.662 -0.502
0.237 0.017 0.674
-0.102 -0.016 -0.338
-0.029 0.192 -0.171
0.253 0.155 -0.042
-0.113 0.426 -0.364

For the largest force on an atom, the calculation gives 6.55 eV/A. As for the electronic energy: -6314.01585 Eh. Its charge is +4. The highest occupied orbital energy is -16.4836 eV. For the lowest unoccupied orbital energy, the calculation gives -7.93 eV.